{
  "formula": "C33H77FNO16P4S",
  "method": "ωB97M-V with the def2-TZVPD basis set",
  "symbols": ["H", "H", "S", "H", "C", "H", "H", "C", "H", "H", "C", "H", "H", "H", "H", "H", "C", "C", "H", "C", "H", "C", "P", "C", "H", "C", "C", "H", "H", "H", "H", "H", "H", "H", "H", "H", "O", "C", "H", "F", "H", "O", "O", "O", "H", "H", "C", "C", "H", "C", "H", "O", "H", "H", "C", "H", "H", "O", "O", "H", "H", "C", "H", "H", "H", "H", "H", "H", "O", "H", "H", "H", "O", "O", "H", "H", "H", "H", "C", "H", "H", "H", "H", "H", "H", "O", "H", "H", "C", "P", "N", "C", "H", "H", "H", "O", "O", "C", "C", "H", "H", "H", "H", "C", "C", "C", "C", "H", "H", "P", "C", "C", "H", "C", "H", "H", "H", "H", "H", "O", "H", "H", "O", "C", "O", "H", "C", "H", "C", "H", "C", "C", "P"],
  "positions_angstrom": [[1.5517, 0.3652, 4.0038], [0.1504, 2.2931, 2.5246], [-3.7449, 0.6026, -2.4860], [9.8669, -4.5276, -5.0721], [0.1633, 0.0974, 2.2689], [8.9511, 0.7786, -5.5274], [1.3398, -2.2335, 1.5185], [8.8434, -0.3024, -5.6258], [0.5565, -2.4342, -0.6565], [2.5020, -4.1497, 1.7281], [4.7306, -3.4505, 0.5072], [-1.0257, -2.8351, -5.1032], [-0.7257, 1.2265, 0.0431], [-5.2830, 2.7705, -1.4794], [-3.2094, 1.8441, -0.1484], [3.6595, -1.9324, -2.3636], [3.7321, -1.7243, -1.2536], [9.5092, -3.4992, -5.1190], [5.1362, -3.5914, 2.6596], [-3.1148, -3.0508, -3.2747], [2.4859, 4.1583, 7.7176], [-5.4633, 3.8273, -1.2926], [-7.1154, 2.7043, 0.5092], [-2.0960, -2.7878, -2.0252], [2.9223, -3.8849, 3.4879], [0.8897, 7.2381, 3.2169], [0.1505, -1.6111, -1.2993], [1.5076, 7.9314, 6.1103], [-3.3111, 2.2242, 1.6064], [1.6961, -1.1541, -2.8440], [9.7055, -0.6920, -6.1703], [2.5258, -3.1729, -0.0493], [-9.8379, 1.1487, 0.2479], [-1.4415, 1.5193, 3.0134], [5.0528, -4.5212, 0.3949], [7.9362, -0.5174, -6.1943], [6.4336, -0.7228, -4.1252], [2.0323, -2.1170, 2.3995], [4.7399, -1.2576, -1.0969], [-2.5493, 0.6776, -3.6029], [0.9178, 0.3383, -2.0360], [-4.9541, 1.2120, -3.1059], [-5.8262, 1.9855, 0.8641], [2.3331, 6.1623, 5.4307], [-3.3947, -3.8794, 1.1735], [-0.0945, -0.2227, 4.4566], [-1.6726, -4.1383, 0.2343], [1.3325, -0.7000, -1.8745], [2.2168, -0.7958, 0.1636], [-3.0217, -1.7819, -1.1810], [-4.5184, 4.3168, -1.0511], [8.8059, -0.8774, -4.3184], [3.4232, 3.9955, 6.2183], [-0.0201, 7.2136, 3.8184], [2.5779, -0.6884, -0.8929], [-1.3162, -3.1216, 0.5463], [-1.0374, -1.2180, -3.1205], [-2.7870, -4.6156, 1.0127], [-3.0599, -1.8225, -5.8467], [-8.6791, 4.0652, -1.1813], [-4.4655, -1.0028, 2.6097], [-8.6236, 3.0763, -1.6407], [-9.8418, 2.6944, 1.1453], [0.6776, 6.4673, 6.6839], [2.5099, 2.6094, 6.8521], [2.2661, 6.9084, 7.3446], [-4.8086, -1.6255, -4.0625], [-2.7843, -0.8220, 3.2081], [-3.4274, 1.3761, -1.2536], [1.5806, 7.9832, 3.6162], [10.3755, -2.8373, -5.1762], [-3.6602, -4.0403, -3.2736], [1.3298, 4.0617, 6.0278], [8.7681, -3.2194, -3.9282], [-4.9015, -1.0065, -1.4122], [8.8900, -3.3800, -6.0092], [-3.9562, 0.6350, 3.1584], [5.6595, 0.6058, -2.7764], [-0.7398, -2.1187, -2.4977], [6.7415, 1.2998, -4.0000], [-1.0978, 2.9129, 0.6335], [-2.5381, -1.2273, -0.3304], [2.6266, -1.1783, 2.2084], [3.0485, 0.3378, -0.9696], [-4.0691, -0.2339, 0.4826], [-6.3695, 4.0596, -0.2226], [-9.6177, 2.6257, -1.6370], [-0.1571, -2.8517, -3.1234], [-2.8192, 1.5432, 0.8640], [1.4980, 4.9985, 4.6049], [-4.0551, -1.0482, -2.0050], [2.5113, 3.6935, 6.7285], [-1.0945, -4.7605, -1.8326], [0.9980, 0.2166, 1.5169], [-5.1563, -2.7077, -2.7146], [-7.7081, 2.2176, -0.9564], [-8.1000, 1.5482, 1.3019], [1.6503, 6.9020, 6.4443], [-0.5949, 1.4914, 2.2730], [-3.6843, -2.5303, -0.6389], [-9.9898, 1.1521, 2.0099], [-0.4872, -0.9553, -0.6416], [-5.8725, 4.2841, -2.1976], [-3.5892, -0.2849, 2.6225], [6.5854, 0.4481, -3.3328], [-1.9619, -4.2226, -1.3466], [-3.1712, 0.0090, 1.1260], [4.6794, -1.9388, 2.1568], [7.4176, 0.3876, -2.6349], [7.6076, -1.9603, -3.9660], [-1.2510, 1.8152, 0.8480], [-4.3454, -2.0321, -3.1234], [-2.2938, -0.6103, 0.7779], [4.4158, -3.0242, 1.9913], [0.6317, 7.5227, 2.1968], [1.7533, -2.1100, 4.6353], [-0.8303, -4.8614, 0.4346], [-8.2923, 3.1850, -2.6743], [3.5788, -3.9120, -1.3035], [7.3956, -2.0763, -2.4669], [-2.7943, -4.2043, -5.6664], [-2.8809, -4.8536, -1.4516], [2.4331, 3.9906, 3.9611], [-9.5202, 1.6525, 1.1632], [1.5275, 5.9587, 3.1859], [-0.5090, -0.7177, 1.8830], [2.9576, -3.4228, 2.4662], [5.6219, -2.8403, 0.1661], [1.1790, -1.8539, 3.7066], [0.2261, -2.4587, 3.6104], [3.5539, -3.1187, -0.4937], [0.7263, -0.3250, 3.6832], [-2.4409, -2.9613, -5.0280]],
  "forces_ev_per_a": [[-0.61, -0.64, -0.41], [-0.67, -0.75, -0.06], [-3.24, 7.81, -1.33], [-0.14, 0.03, 0.04], [0.00, 0.72, 0.33], [-0.03, -0.05, -0.01], [0.53, 0.26, 0.89], [0.15, 0.25, -0.08], [-0.37, 0.54, -0.76], [0.72, 0.46, 1.00], [0.01, 0.96, -0.23], [-0.42, -0.57, 0.51], [-0.49, 0.49, 0.59], [-0.19, 0.31, 0.21], [1.00, 1.18, 5.29], [0.19, 0.34, 1.09], [-1.17, -0.22, -0.03], [0.41, -0.11, -0.06], [-0.60, 0.66, -0.78], [-0.37, 0.68, -0.44], [0.00, -0.02, -0.03], [0.05, -0.31, -0.56], [5.53, -5.64, -3.92], [-1.67, -0.20, -1.63], [0.18, 0.52, -0.92], [0.12, 0.38, -0.15], [0.01, 0.75, -0.73], [0.00, -0.04, 0.00], [0.50, -0.88, -0.27], [-0.56, 0.71, 0.79], [-0.03, 0.01, 0.02], [1.04, 0.04, -0.19], [0.04, 0.10, -0.02], [1.00, -0.09, -0.43], [-0.58, 0.90, 0.44], [0.01, 0.13, 0.01], [-1.01, -2.37, -2.70], [-0.09, -0.55, 0.71], [-0.90, -0.59, 0.08], [-1.64, -1.36, 1.89], [0.54, -1.10, -0.01], [3.03, -3.60, 0.45], [-1.40, 0.89, 0.40], [-1.30, 0.32, -0.22], [0.20, -0.25, 0.12], [0.77, 0.11, -0.83], [0.65, -0.96, -0.64], [0.07, -0.95, 0.68], [0.49, 0.02, -1.01], [0.91, -3.20, 1.59], [-0.10, 0.00, 0.18], [-0.24, -0.66, -1.12], [-0.12, -0.03, -0.10], [-0.01, 0.20, -0.11], [0.53, 0.99, -0.51], [-0.43, -0.77, -0.18], [0.60, -0.96, 0.44], [0.43, 0.80, -0.55], [0.69, -1.52, 1.81], [0.05, 0.00, -0.12], [0.88, 0.74, 0.10], [-0.15, 0.04, -0.36], [-0.18, -0.14, 0.03], [0.07, -0.01, 0.11], [-0.15, 0.05, -0.15], [-0.05, -0.03, -0.04], [1.03, 0.30, 0.85], [-0.70, 0.91, -0.57], [0.33, -4.78, -7.88], [-0.05, -0.03, 0.08], [-0.08, 0.05, -0.04], [1.09, 0.81, 0.39], [-3.56, 0.95, -0.90], [-2.23, -0.37, -2.63], [0.21, 0.75, -0.23], [0.19, -0.10, -0.07], [0.61, -0.92, -0.64], [-0.01, -0.19, -0.07], [-0.52, -0.06, 0.87], [-0.01, -0.02, 0.03], [-0.12, -1.13, 0.05], [-0.69, -0.33, -2.18], [-0.28, -1.11, 0.18], [-0.59, -0.96, 0.17], [0.81, 0.19, 0.68], [-2.53, 1.14, 2.76], [0.05, 0.02, 0.00], [-0.58, 0.81, 0.59], [1.40, 0.52, 1.91], [9.13, -2.19, -0.32], [0.91, -1.69, -0.84], [0.49, 0.31, 0.36], [-0.99, 0.61, 0.36], [-0.80, -0.26, 0.82], [0.70, 1.10, -0.13], [-0.66, 0.46, 0.70], [-0.39, 3.37, 0.62], [0.10, 0.18, 0.25], [0.01, -0.32, -0.68], [0.48, 0.98, -0.40], [0.14, 0.10, 0.02], [0.69, -0.62, -0.42], [-0.01, -0.03, 0.05], [-0.35, -0.95, -0.14], [0.42, 0.47, 0.02], [0.85, 0.88, 1.31], [-0.53, 1.74, 0.79], [-0.69, -1.06, -0.22], [-0.07, -0.14, -0.03], [3.17, 3.93, 7.97], [-0.48, 0.26, 0.93], [-1.10, -2.36, -0.81], [-0.71, 0.97, 1.43], [0.76, -1.46, 0.63], [-0.02, -0.13, 0.04], [-0.63, 0.20, -0.84], [-0.89, 0.83, 0.02], [0.00, 0.02, 0.07], [-0.10, 0.74, 0.93], [-0.58, -0.87, -1.22], [0.49, 0.28, 0.82], [0.74, 0.68, -0.02], [-1.53, 0.29, -0.17], [-0.43, -0.25, -0.05], [-3.19, -0.27, 1.31], [0.47, 0.63, 0.35], [-0.38, 1.34, -0.80], [-0.88, -0.79, 0.29], [-0.38, 0.86, -1.42], [1.07, 0.37, 0.51], [0.79, -0.19, -1.28], [-0.52, -0.49, 0.29], [-1.36, 2.15, -2.54]],
  "lowdin_charge": [0.119, 0.105, 0.906, 0.089, -0.215, 0.091, 0.070, -0.123, 0.098, 0.100, -0.193, 0.026, 0.092, 0.032, -0.043, 0.102, -0.170, -0.129, 0.107, -0.299, 0.085, -0.119, 0.748, -0.347, 0.105, -0.132, -0.174, 0.081, 0.116, 0.109, 0.081, 0.063, 0.084, 0.104, 0.111, 0.084, -0.335, -0.229, 0.101, -0.119, 0.114, -0.221, -0.262, -0.272, 0.075, 0.110, -0.218, -0.169, 0.062, -0.082, 0.104, -0.276, 0.086, 0.082, -0.192, 0.106, 0.113, -0.067, -0.471, 0.089, 0.073, -0.118, 0.087, 0.085, 0.092, 0.092, 0.141, 0.075, -0.259, 0.085, 0.085, 0.116, -0.328, -0.240, 0.187, 0.082, 0.087, 0.081, -0.163, 0.085, 0.114, 0.066, 0.104, 0.112, 0.083, -0.300, 0.082, 0.114, -0.203, 0.728, -0.120, -0.129, 0.136, 0.099, 0.154, -0.283, -0.235, -0.122, -0.171, 0.161, 0.092, 0.084, 0.097, -0.081, -0.130, -0.084, -0.236, 0.113, 0.088, 0.736, -0.164, -0.101, 0.054, -0.199, 0.087, 0.112, 0.133, 0.093, 0.108, -0.265, 0.031, 0.122, -0.270, -0.122, -0.246, 0.087, -0.179, 0.108, -0.189, 0.109, -0.191, -0.197, 0.770],
  "e_homo_ev": -10.87,
  "total_energy_ha": -4424.83464,
  "orbital_gap_ev": 6.335,
  "charge": 1
}